The following is a quantum chemistry calculation of a 6-piece molecular cluster, C33H38N7 overall, from OMol25.

ΔE to the lowest compared entry with this formula, charge and spin	11.6	kcal per mole
HOMO energy	-0.84	eV
LUMO level	1.7	eV
largest force on an atom	2.554	eV/Å

Geometry as ORCA input:
```
! RIJCOSX wB97M-V def2-TZVPD def2/J DEFGRID3
* xyz -1 1
N 5.709 2.521 4.596
C 6.252 3.678 3.898
C 5.199 4.233 2.914
C 4.421 5.428 3.460
C 3.260 5.067 4.414
N 2.513 3.880 3.988
C 2.478 2.756 4.744
C 1.727 1.847 4.038
C 1.312 2.463 2.855
C 1.834 3.737 2.834
H 6.178 2.440 5.500
H 6.590 4.470 4.592
H 7.094 3.324 3.257
H 4.577 3.400 2.589
H 5.734 4.583 2.018
H 3.985 5.975 2.618
H 5.098 6.090 4.002
H 3.581 4.990 5.445
H 2.534 5.891 4.384
H 2.983 2.681 5.683
H 1.537 0.843 4.384
H 0.697 2.020 2.089
H 1.745 4.489 2.072
N 6.480 4.107 -0.339
C 6.362 5.227 -1.049
C 5.842 5.275 -2.334
C 5.422 4.090 -2.916
C 5.536 2.915 -2.192
C 6.069 2.980 -0.912
H 6.704 6.130 -0.553
H 5.768 6.216 -2.862
H 5.009 4.083 -3.917
H 5.219 1.968 -2.607
H 6.174 2.086 -0.305
N 0.573 -1.151 3.717
C -0.179 -1.069 2.624
C -1.101 -2.035 2.244
C -1.244 -3.154 3.048
C -0.468 -3.259 4.191
C 0.421 -2.232 4.478
H -0.029 -0.177 2.025
H -1.690 -1.913 1.345
H -1.952 -3.932 2.788
H -0.548 -4.116 4.847
H 1.047 -2.270 5.364
N -4.012 -1.743 0.025
C -4.029 -0.548 -0.567
C -4.555 -0.324 -1.829
C -5.089 -1.402 -2.518
C -5.081 -2.652 -1.922
C -4.533 -2.765 -0.653
H -3.596 0.264 0.008
H -4.544 0.668 -2.262
H -5.508 -1.269 -3.508
H -5.488 -3.520 -2.423
H -4.506 -3.723 -0.145
N -2.263 -0.827 -5.823
C -2.256 -0.854 -4.490
C -1.133 -1.139 -3.730
C 0.053 -1.416 -4.389
C 0.067 -1.394 -5.774
C -1.112 -1.094 -6.439
H -3.203 -0.636 -4.016
H -1.188 -1.143 -2.649
H 0.953 -1.643 -3.831
H 0.972 -1.605 -6.328
H -1.145 -1.063 -7.523
N -6.710 -5.828 -2.542
C -7.454 -5.745 -3.643
C -8.371 -6.711 -4.028
C -8.522 -7.829 -3.224
C -7.756 -7.934 -2.075
C -6.870 -6.909 -1.780
H -7.302 -4.855 -4.245
H -8.950 -6.589 -4.933
H -9.227 -8.607 -3.489
H -7.842 -8.790 -1.420
H -6.252 -6.948 -0.890
*
```


The following is a quantum chemistry calculation of C33H39BBiF3N3O3 as an isolated structure, from OMol25.

ΔE to the lowest compared entry with this formula, charge and spin	11.1	kcal per mole
HOMO energy	-9.52	eV
LUMO level	-3.2	eV
largest force on an atom	0.434	eV/Å

Geometry as ORCA input:
```
! RIJCOSX wB97M-V def2-TZVPD def2/J DEFGRID3
* xyz 1 1
Bi 0.419 -0.551 -1.703
O -1.984 5.273 1.972
C -1.200 4.297 2.620
C -0.808 3.242 1.627
C -0.176 2.075 2.041
C 0.166 1.136 1.096
N -0.095 1.279 -0.212
C -0.680 2.419 -0.632
C -1.040 3.409 0.273
C -0.887 2.608 -2.091
C -1.735 3.584 -2.604
C -1.839 3.738 -3.979
C -2.774 4.757 -4.586
O -2.272 5.320 -5.778
C -1.078 2.907 -4.794
C -0.281 1.946 -4.202
N -0.187 1.798 -2.884
H -2.263 5.936 2.611
H -1.742 3.818 3.443
H -0.285 4.735 3.038
H 0.041 1.879 3.083
H 0.653 0.220 1.397
H -1.496 4.325 -0.066
H -2.326 4.212 -1.951
H -3.028 5.520 -3.844
H -3.703 4.254 -4.862
H -1.566 5.940 -5.569
H -1.118 3.008 -5.869
H 0.302 1.258 -4.805
C 3.120 -1.586 2.396
C 2.071 -2.537 1.814
C 2.313 -3.968 2.300
C 0.665 -2.079 2.150
C 0.326 -1.790 3.468
C -0.954 -1.376 3.800
C -1.919 -1.268 2.812
C -1.624 -1.551 1.482
C -2.725 -1.469 0.440
C -3.360 -0.078 0.384
C -3.797 -2.532 0.698
C -0.312 -1.933 1.150
N 0.041 -2.170 -0.205
C -0.050 -3.470 -0.666
C -0.634 -4.519 0.061
C -0.691 -5.807 -0.453
C -0.171 -6.110 -1.700
C 0.434 -5.101 -2.438
C 0.476 -3.839 -1.907
F 1.124 -2.850 -2.630
H 4.102 -1.787 1.965
H 3.201 -1.695 3.480
H 2.855 -0.544 2.189
H 2.170 -2.530 0.728
H 2.197 -4.034 3.385
H 3.324 -4.292 2.048
H 1.609 -4.662 1.840
H 1.071 -1.901 4.247
H -1.206 -1.163 4.832
H -2.926 -0.973 3.083
H -2.277 -1.679 -0.532
H -3.823 0.187 1.337
H -4.141 -0.049 -0.379
H -2.627 0.695 0.144
H -4.286 -2.370 1.661
H -3.367 -3.533 0.700
H -4.564 -2.494 -0.077
H -1.041 -4.314 1.042
H -1.154 -6.584 0.142
H -0.224 -7.115 -2.095
H 0.877 -5.282 -3.408
C 4.887 1.314 1.194
C 3.845 1.299 0.135
C 3.114 2.557 -0.159
O 3.638 0.216 -0.441
H 5.230 2.324 1.404
H 5.714 0.665 0.911
H 4.444 0.900 2.104
H 3.823 3.248 -0.624
H 2.817 3.009 0.791
H 2.266 2.417 -0.819
F 3.356 -1.170 -2.274
B 2.803 -0.045 -1.745
F 2.941 1.076 -2.538
*
```


The following is a quantum chemistry calculation of C33H39BCaN4O2P2 as an isolated structure, from OMol25.

ΔE to the lowest compared entry with this formula, charge and spin	26.8	kcal per mole
HOMO energy (alpha / beta)	-4.32 / -4.08	eV
LUMO level (alpha / beta)	-0.2 / 0.1	eV
largest force on an atom	3.783	eV/Å

Geometry as ORCA input:
```
! RIJCOSX wB97M-V def2-TZVPD def2/J DEFGRID3
* xyz 0 1
Ca -0.224 1.884 -2.698
C -2.009 1.903 -7.861
C -2.117 0.651 -7.402
C -1.399 -0.504 -7.978
C 0.025 -0.201 -8.466
C 0.789 0.635 -7.489
C 0.872 1.965 -7.518
C 0.218 2.807 -8.586
C -1.172 2.341 -9.015
C 1.201 0.452 1.613
H -2.713 2.700 -7.600
H -2.955 0.346 -6.781
H -1.951 -0.943 -8.818
H -1.308 -1.298 -7.224
H 0.552 -1.162 -8.561
H 0.016 0.204 -9.485
H 1.463 0.004 -6.897
H 1.638 2.528 -6.968
H 0.839 2.886 -9.494
H 0.115 3.839 -8.212
H -1.675 3.212 -9.461
H -1.121 1.615 -9.837
H 1.833 1.197 2.149
H 1.263 1.006 0.619
H 1.751 -0.495 1.557
P 1.632 -0.492 -1.625
P -1.473 -0.880 -1.428
N 2.643 0.800 -2.278
N 2.844 -1.647 -1.364
N -2.078 0.491 -2.521
N -2.950 -1.753 -1.275
C 0.818 -1.083 -3.188
C -0.594 -1.758 -2.883
C 2.605 2.172 -1.859
C 3.531 2.843 -2.630
C 4.107 1.926 -3.551
C 3.563 0.681 -3.323
C 3.729 -1.530 -0.254
C 4.411 -2.724 -0.168
C 3.901 -3.618 -1.176
C 2.894 -2.966 -1.856
C -2.730 1.694 -2.005
C -2.633 2.570 -3.109
C -2.681 1.722 -4.275
C -2.393 0.441 -3.877
C -3.934 -2.108 -2.202
C -4.822 -3.000 -1.554
C -4.344 -3.193 -0.217
C -3.195 -2.432 -0.052
H 1.446 -1.825 -3.725
H 0.739 -0.203 -3.880
H -1.202 -1.841 -3.844
H -0.443 -2.780 -2.516
H 2.102 2.413 -0.923
H 3.767 3.890 -2.572
H 4.838 2.167 -4.307
H 3.688 -0.262 -3.828
H 3.688 -0.628 0.360
H 5.195 -2.944 0.530
H 4.247 -4.616 -1.386
H 2.188 -3.286 -2.624
H -2.578 1.852 -0.936
H -2.876 3.627 -3.098
H -2.957 1.997 -5.278
H -2.377 -0.515 -4.371
H -3.843 -1.772 -3.234
H -5.683 -3.475 -2.004
H -4.770 -3.819 0.554
H -2.483 -2.277 0.759
O -0.880 -0.875 2.594
B -0.281 0.302 2.194
O -1.077 1.326 2.625
C -1.682 0.864 3.797
C -1.550 1.520 5.002
C -1.323 0.758 6.144
C -1.305 -0.660 6.102
C -1.406 -1.340 4.889
C -1.588 -0.569 3.753
H -1.583 2.599 4.891
H -1.304 1.338 7.078
H -1.242 -1.215 7.024
H -1.233 -2.449 4.793
*
```


The following is a quantum chemistry calculation of C33H39BF5N11S4SbSe4Tc as an isolated structure, from OMol25.

ΔE to the lowest compared entry with this formula, charge and spin	23.4	kcal per mole
HOMO energy	-12.18	eV
LUMO level	-6.4	eV
largest force on an atom	3.214	eV/Å

Geometry as ORCA input:
```
! RIJCOSX wB97M-V def2-TZVPD def2/J DEFGRID3
* xyz 2 1
Tc 0.185 0.459 -0.385
C 1.407 3.633 5.496
C 0.640 3.243 4.234
C -0.830 3.636 4.396
C 1.282 3.944 3.035
N 0.713 1.783 4.024
C 1.353 0.885 4.845
C 1.193 -0.351 4.329
N 0.452 -0.238 3.177
B -0.090 -1.398 2.362
N -1.668 -1.225 2.282
C -2.282 -1.289 3.493
C -3.615 -1.179 3.299
N -3.843 -1.064 1.954
C -2.632 -1.066 1.352
S -2.063 -0.999 -0.345
C -5.266 -0.991 1.523
C -5.427 -0.917 0.015
C -5.972 -2.260 2.016
C -5.862 0.271 2.152
N 0.505 -1.539 0.926
C 0.198 -2.782 0.373
C 1.238 -3.224 -0.363
N 2.228 -2.285 -0.350
C 1.750 -1.202 0.374
S 2.950 -0.242 1.309
C 3.563 -2.465 -0.946
C 3.518 -3.611 -1.958
C 3.982 -1.189 -1.674
C 4.570 -2.817 0.155
C 0.173 1.072 3.013
S -0.761 1.622 1.705
H 1.347 4.711 5.613
H 2.461 3.369 5.429
H 0.970 3.179 6.383
H -0.906 4.710 4.534
H -1.260 3.145 5.267
H -1.413 3.366 3.521
H 1.273 5.019 3.188
H 0.741 3.736 2.114
H 2.319 3.627 2.915
H 1.878 1.185 5.722
H 1.544 -1.298 4.682
H 0.120 -2.402 2.957
H -1.729 -1.417 4.401
H -4.403 -1.182 4.021
H -4.885 -1.720 -0.472
H -5.127 0.056 -0.361
H -6.478 -1.046 -0.228
H -5.530 -3.146 1.564
H -7.016 -2.211 1.716
H -5.945 -2.371 3.096
H -5.251 1.142 1.917
H -5.950 0.191 3.232
H -6.856 0.440 1.750
H -0.712 -3.298 0.605
H 1.326 -4.161 -0.868
H 2.740 -3.458 -2.703
H 3.375 -4.572 -1.469
H 4.474 -3.646 -2.474
H 3.278 -0.933 -2.462
H 4.961 -1.345 -2.122
H 4.045 -0.353 -0.982
H 4.196 -3.630 0.775
H 4.792 -1.969 0.797
H 5.499 -3.139 -0.305
N -0.390 4.226 -2.248
C -0.587 3.511 -1.135
N -0.267 2.248 -1.380
C 0.118 2.258 -2.702
N 0.046 3.455 -3.234
C 0.417 0.980 -3.273
C 0.512 0.743 -4.644
N 0.557 -0.477 -5.133
C 0.469 -1.474 -4.257
C 0.437 -1.269 -2.891
N 0.447 -0.034 -2.349
H -0.523 5.217 -2.402
H -0.943 3.897 -0.202
H 0.539 1.577 -5.330
H 0.443 -2.471 -4.672
H 0.390 -2.107 -2.209
F -5.225 -2.513 -6.318
C -4.718 -1.931 -5.248
C -4.522 -0.548 -5.223
F -4.832 0.198 -6.267
C -3.988 0.041 -4.084
F -3.771 1.359 -4.043
C -3.656 -0.703 -2.951
S -3.013 0.299 -1.620
C -3.835 -2.081 -3.002
F -3.501 -2.861 -1.961
C -4.361 -2.693 -4.139
F -4.517 -4.008 -4.152
Se 3.359 2.420 -1.275
Sb 5.988 1.825 -1.172
Se 2.115 1.671 0.435
Se 6.574 1.592 -3.457
Se 6.714 1.454 1.062
*
```


The following is a quantum chemistry calculation of C33H39BrN2O2Sn as an isolated structure, from OMol25.

ΔE to the lowest compared entry with this formula, charge and spin	0.0	kcal per mole
HOMO energy	-13.05	eV
LUMO level	-5.5	eV
largest force on an atom	0.528	eV/Å

Geometry as ORCA input:
```
! RIJCOSX wB97M-V def2-TZVPD def2/J DEFGRID3
* xyz 2 1
Sn 0.407 0.356 0.186
Br -1.348 -1.697 -0.448
C -2.448 -0.437 -1.404
C -3.470 -0.964 -2.132
C -4.334 -0.096 -2.829
C -4.150 1.252 -2.755
C -3.087 1.803 -1.998
C -2.911 3.207 -1.919
C -1.895 3.757 -1.196
C -0.978 2.916 -0.534
C -1.117 1.553 -0.587
C -2.185 0.951 -1.306
H -3.627 -2.033 -2.173
H -5.145 -0.514 -3.409
H -4.818 1.926 -3.275
H -3.609 3.840 -2.452
H -1.772 4.830 -1.146
H -0.149 3.367 -0.001
O 0.758 1.853 2.048
C 0.128 0.999 2.711
O -0.263 -0.084 2.176
C -0.184 1.220 4.174
N 0.304 2.604 4.548
C 1.248 2.459 5.727
C 1.819 1.069 5.520
C 0.593 0.261 5.095
H -1.262 1.158 4.312
H -0.462 3.247 4.744
H 0.808 2.969 3.729
H 0.644 2.517 6.630
H 1.961 3.279 5.712
H 2.277 0.687 6.429
H 2.580 1.078 4.737
H -0.024 0.015 5.959
H 0.833 -0.668 4.582
C -0.281 0.637 -4.785
C 1.009 0.660 -4.012
C 2.185 1.156 -4.559
C 3.372 1.138 -3.835
C 4.658 1.630 -4.439
C 3.377 0.659 -2.526
C 2.208 0.178 -1.949
C 1.046 0.151 -2.721
N 2.092 -0.337 -0.604
C 3.248 -0.693 0.252
C 4.095 0.503 0.708
C 5.244 0.014 1.599
C 4.667 -0.650 2.852
C 3.805 -1.844 2.440
C 4.671 -2.863 1.693
C 5.244 -2.206 0.435
C 6.098 -0.997 0.827
C 4.096 -1.752 -0.471
C 2.683 -1.353 1.515
H -0.133 0.963 -5.812
H -1.019 1.299 -4.324
H -0.707 -0.368 -4.808
H 2.184 1.540 -5.572
H 4.503 1.995 -5.452
H 5.397 0.829 -4.479
H 5.084 2.442 -3.848
H 4.315 0.676 -1.994
H 0.148 -0.342 -2.360
H 3.451 1.197 1.266
H 4.500 1.064 -0.131
H 5.858 0.871 1.886
H 4.066 0.085 3.403
H 5.467 -0.977 3.519
H 3.358 -2.313 3.320
H 4.081 -3.744 1.428
H 5.480 -3.199 2.345
H 5.852 -2.928 -0.112
H 6.522 -0.527 -0.065
H 6.937 -1.319 1.447
H 3.449 -2.596 -0.727
H 4.495 -1.361 -1.407
H 2.100 -0.607 2.076
H 2.023 -2.183 1.237
*
```


Q: Look up the largest force on an atom of the second one.
A: 0.434 eV/Å


Q: Which of these has the lowest largest force on an atom?
A: C33H39BBiF3N3O3


Repeat the third record exactly.
The following is a quantum chemistry calculation of C33H39BCaN4O2P2 as an isolated structure, from OMol25.

ΔE to the lowest compared entry with this formula, charge and spin	26.8	kcal per mole
HOMO energy (alpha / beta)	-4.32 / -4.08	eV
LUMO level (alpha / beta)	-0.2 / 0.1	eV
largest force on an atom	3.783	eV/Å

Geometry as ORCA input:
```
! RIJCOSX wB97M-V def2-TZVPD def2/J DEFGRID3
* xyz 0 1
Ca -0.224 1.884 -2.698
C -2.009 1.903 -7.861
C -2.117 0.651 -7.402
C -1.399 -0.504 -7.978
C 0.025 -0.201 -8.466
C 0.789 0.635 -7.489
C 0.872 1.965 -7.518
C 0.218 2.807 -8.586
C -1.172 2.341 -9.015
C 1.201 0.452 1.613
H -2.713 2.700 -7.600
H -2.955 0.346 -6.781
H -1.951 -0.943 -8.818
H -1.308 -1.298 -7.224
H 0.552 -1.162 -8.561
H 0.016 0.204 -9.485
H 1.463 0.004 -6.897
H 1.638 2.528 -6.968
H 0.839 2.886 -9.494
H 0.115 3.839 -8.212
H -1.675 3.212 -9.461
H -1.121 1.615 -9.837
H 1.833 1.197 2.149
H 1.263 1.006 0.619
H 1.751 -0.495 1.557
P 1.632 -0.492 -1.625
P -1.473 -0.880 -1.428
N 2.643 0.800 -2.278
N 2.844 -1.647 -1.364
N -2.078 0.491 -2.521
N -2.950 -1.753 -1.275
C 0.818 -1.083 -3.188
C -0.594 -1.758 -2.883
C 2.605 2.172 -1.859
C 3.531 2.843 -2.630
C 4.107 1.926 -3.551
C 3.563 0.681 -3.323
C 3.729 -1.530 -0.254
C 4.411 -2.724 -0.168
C 3.901 -3.618 -1.176
C 2.894 -2.966 -1.856
C -2.730 1.694 -2.005
C -2.633 2.570 -3.109
C -2.681 1.722 -4.275
C -2.393 0.441 -3.877
C -3.934 -2.108 -2.202
C -4.822 -3.000 -1.554
C -4.344 -3.193 -0.217
C -3.195 -2.432 -0.052
H 1.446 -1.825 -3.725
H 0.739 -0.203 -3.880
H -1.202 -1.841 -3.844
H -0.443 -2.780 -2.516
H 2.102 2.413 -0.923
H 3.767 3.890 -2.572
H 4.838 2.167 -4.307
H 3.688 -0.262 -3.828
H 3.688 -0.628 0.360
H 5.195 -2.944 0.530
H 4.247 -4.616 -1.386
H 2.188 -3.286 -2.624
H -2.578 1.852 -0.936
H -2.876 3.627 -3.098
H -2.957 1.997 -5.278
H -2.377 -0.515 -4.371
H -3.843 -1.772 -3.234
H -5.683 -3.475 -2.004
H -4.770 -3.819 0.554
H -2.483 -2.277 0.759
O -0.880 -0.875 2.594
B -0.281 0.302 2.194
O -1.077 1.326 2.625
C -1.682 0.864 3.797
C -1.550 1.520 5.002
C -1.323 0.758 6.144
C -1.305 -0.660 6.102
C -1.406 -1.340 4.889
C -1.588 -0.569 3.753
H -1.583 2.599 4.891
H -1.304 1.338 7.078
H -1.242 -1.215 7.024
H -1.233 -2.449 4.793
*
```


Q: Look up the largest force on an atom of the first one.
A: 2.554 eV/Å